1.
54
Properties=species:S:1:pos:R:3:forces:R:3:lowdin_charge:R:1 method="wB97M-V/def2-TZVPD" total_charge=-1 orbital_gap_ha=0.124 e_tot_ev=-112252.124
Cu -1.140600 -0.057900 0.787600 0.166 -0.135 -0.171 0.031
C -1.367100 1.858400 -2.225400 0.745 0.115 0.379 -0.526
C -2.689700 1.433900 -1.625500 -0.338 -0.526 0.684 -0.484
S -2.790100 -0.213700 -0.714300 0.811 0.413 -1.791 0.828
C -2.371200 -1.253400 -2.260100 -0.382 0.235 1.089 -0.449
C -1.638500 -2.530500 -1.916100 0.660 -0.082 0.235 -0.546
S 0.022200 -2.324900 -1.177900 -0.154 0.139 -0.224 0.839
C 0.910700 -1.528900 -2.566000 -0.412 -0.286 0.109 -0.535
C 2.344500 -1.227200 -2.170100 0.006 0.455 0.614 -0.539
S 2.471800 -0.209800 -0.645200 0.095 0.003 -0.287 0.858
C 2.630200 1.478800 -1.311200 -0.013 -0.587 0.096 -0.530
C 1.422700 2.027100 -2.045700 -0.402 0.179 0.169 -0.503
S -0.052900 2.081900 -0.955400 -0.231 -0.269 -0.429 0.858
H -1.501400 2.816300 -2.737000 -0.187 -0.143 -0.056 0.080
H -1.002300 1.135600 -2.956900 -0.034 0.053 -0.033 0.042
H -3.451500 1.384700 -2.406700 -0.026 0.071 0.108 0.076
H -2.996100 2.141400 -0.856000 -0.123 0.108 -0.096 0.071
H -1.804900 -0.647100 -2.961100 -0.040 0.077 0.110 0.049
H -3.339300 -1.499600 -2.698200 0.015 0.071 -0.071 0.073
H -1.535300 -3.157700 -2.806700 -0.192 0.023 0.041 0.073
H -2.191000 -3.082500 -1.153600 -0.008 -0.111 -0.110 0.069
H 0.380500 -0.613500 -2.819600 0.048 0.111 -0.043 0.035
H 0.888900 -2.203200 -3.426600 -0.023 0.005 -0.060 0.078
H 2.862600 -0.707900 -2.978400 0.039 -0.116 -0.068 0.075
H 2.871300 -2.154300 -1.939200 0.032 0.008 -0.130 0.062
H 3.500100 1.508700 -1.970800 0.039 0.133 0.046 0.078
H 2.829900 2.072900 -0.416100 0.133 -0.059 -0.163 0.028
H 1.181600 1.424200 -2.923000 -0.008 -0.003 -0.020 0.056
H 1.634100 3.047900 -2.374300 0.049 -0.063 -0.084 0.074
C 0.130500 0.226000 2.122000 -0.688 -0.177 -0.406 -0.187
C 1.134600 0.565600 2.730800 -0.041 -0.028 0.286 -0.247
C 2.290300 1.003500 3.394700 0.035 0.090 -0.244 -0.240
C 3.046600 2.025500 2.752300 -0.061 -0.080 0.044 -0.196
C 2.447500 2.875600 1.791600 -0.141 0.013 0.006 -0.081
C 3.171500 3.838100 1.126300 0.237 0.241 0.030 -0.157
C 4.534900 3.996400 1.360800 0.061 0.275 -0.311 -0.154
C 5.151400 3.150600 2.276900 0.098 0.100 0.001 -0.131
C 4.434000 2.195900 2.958500 0.159 0.083 0.043 -0.064
C 2.654500 0.407500 4.644200 0.004 -0.107 0.131 -0.201
C 3.361100 1.111100 5.640200 0.043 0.064 -0.028 -0.068
C 3.619000 0.548300 6.870300 0.073 -0.113 0.164 -0.134
C 3.204800 -0.744900 7.164000 0.085 -0.150 0.322 -0.156
C 2.521700 -1.464800 6.190000 -0.005 -0.106 0.254 -0.132
C 2.240000 -0.902100 4.967200 -0.006 0.033 -0.150 -0.049
H 1.391300 2.749300 1.590400 -0.067 0.000 0.044 0.080
H 2.674500 4.485200 0.409200 -0.046 0.010 -0.018 0.093
H 5.106500 4.747500 0.827800 -0.008 0.010 0.015 0.072
H 6.218200 3.240800 2.447300 0.060 -0.027 0.023 0.086
H 4.952800 1.527700 3.630800 0.001 -0.030 0.068 0.100
H 3.662300 2.133800 5.452300 -0.002 -0.001 -0.025 0.101
H 4.141700 1.124800 7.624800 0.021 0.058 0.030 0.085
H 3.397800 -1.176800 8.141300 0.026 -0.001 -0.076 0.075
H 2.209600 -2.483200 6.401100 -0.046 0.020 -0.021 0.086
H 1.698000 -1.462000 4.216700 -0.058 0.000 -0.027 0.098

---

2.
121
Properties=species:S:1:pos:R:3:forces:R:3:lowdin_charge:R:1 method="wB97M-V/def2-TZVPD" total_charge=-2 de_lowest_ev=1.028 orbital_gap_ha="0.160 / 0.269" multiplicity=3 e_tot_ev=-163152.838
Mo 0.192670 -0.613950 0.386651 1.547 0.904 -0.678 1.235
O 1.234620 2.039026 1.978447 -0.150 0.046 0.314 -0.398
S 0.910278 3.271931 1.260745 0.109 0.027 -0.246 0.410
O 1.800761 4.375271 1.559657 -0.044 -0.023 0.065 -0.334
O 0.659861 3.043139 -0.152750 0.061 0.036 -0.371 -0.368
C -0.713166 3.775583 1.807985 -0.093 -0.181 0.175 -0.275
C -0.804747 4.919875 2.588187 0.017 -0.010 -0.014 -0.062
C -2.041041 5.383494 3.012927 0.109 0.038 0.027 -0.091
C -3.178387 4.684258 2.661657 -0.156 -0.133 -0.050 -0.088
C -3.083386 3.531912 1.888094 -0.040 0.008 0.032 -0.074
C -1.858416 3.051053 1.433009 0.205 -0.039 -0.133 -0.293
P -1.798881 1.513104 0.338250 -0.116 0.332 0.427 1.133
C -2.276418 2.199858 -1.301694 0.165 0.099 0.087 -0.328
C -2.851307 1.363874 -2.257362 0.077 -0.086 -0.069 -0.109
C -3.154813 1.831424 -3.529554 0.039 -0.018 0.046 -0.071
C -2.887349 3.150789 -3.862283 0.040 0.082 0.068 -0.098
C -2.315829 3.996121 -2.916419 -0.083 -0.067 -0.001 -0.102
C -2.009662 3.526003 -1.646568 0.002 -0.041 -0.009 -0.081
C -3.355570 0.697199 0.906248 0.121 0.096 0.131 -0.372
C -3.247538 0.039039 2.131377 -0.077 -0.023 -0.067 -0.099
C -4.343679 -0.560822 2.727208 -0.026 0.032 -0.062 -0.062
C -5.577204 -0.527788 2.087473 0.057 0.016 -0.031 -0.089
C -5.695880 0.112122 0.862798 0.040 -0.026 0.037 -0.082
C -4.594038 0.727924 0.278415 -0.085 0.065 -0.030 -0.090
H 0.113230 5.440786 2.831947 -0.042 -0.038 -0.015 0.105
H -2.114147 6.285180 3.610994 0.029 -0.034 -0.010 0.097
H -4.152884 5.028013 2.989815 0.010 -0.037 -0.028 0.097
H -3.991258 3.001753 1.647742 -0.104 -0.096 -0.085 0.098
H -3.068450 0.331605 -2.023626 0.049 -0.097 0.000 0.096
H -3.587806 1.152824 -4.254919 0.030 0.006 0.024 0.109
H -3.117263 3.518730 -4.855950 0.006 -0.006 0.026 0.095
H -2.096388 5.027420 -3.169543 -0.001 -0.039 0.023 0.097
H -1.537487 4.185360 -0.931590 0.034 -0.008 0.016 0.100
H -2.291888 0.008443 2.634680 -0.041 -0.013 -0.021 0.050
H -4.228081 -1.056937 3.684479 0.012 0.013 -0.043 0.102
H -6.438528 -1.008152 2.535944 0.008 -0.003 -0.009 0.095
H -6.649894 0.131360 0.350923 -0.004 0.001 -0.009 0.098
H -4.717192 1.235535 -0.669244 -0.007 0.006 0.035 0.096
C 2.052994 -0.835585 3.597450 0.346 0.258 -0.172 -0.211
Si 0.317327 -1.060169 2.899430 0.343 -0.214 0.490 0.544
C -0.121652 -2.868902 3.169480 -0.157 -0.354 -0.139 -0.226
C -0.674711 -0.178966 4.276249 -0.102 0.301 -0.066 -0.301
C -1.275475 -0.943156 5.281122 -0.086 -0.002 0.020 -0.113
C -1.879299 -0.352688 6.386559 0.008 0.094 -0.030 -0.106
C -1.912508 1.029976 6.507260 0.058 -0.064 -0.093 -0.111
C -1.341821 1.811893 5.509526 0.019 -0.046 -0.048 -0.083
C -0.730573 1.216284 4.412260 0.006 -0.060 0.068 -0.091
H 2.034386 -1.141035 4.648127 0.020 -0.004 -0.018 0.028
H 2.338738 0.222823 3.547716 -0.047 -0.152 0.019 0.021
H 2.813980 -1.421706 3.074719 -0.095 0.019 0.080 0.005
H 0.129336 -3.186275 4.188964 -0.020 0.024 -0.107 0.023
H 0.436803 -3.495907 2.470408 -0.039 0.034 0.067 0.013
H -1.189572 -3.055904 2.992732 0.147 0.005 0.028 0.038
H -1.280126 -2.025108 5.205594 -0.001 0.099 0.041 0.078
H -2.320925 -0.975487 7.155438 -0.032 -0.020 0.007 0.090
H -2.376563 1.492594 7.369822 -0.026 0.016 0.003 0.088
H -1.367064 2.893104 5.583780 -0.008 0.004 -0.017 0.096
H -0.284418 1.845652 3.649997 0.038 -0.093 0.059 0.071
O -3.261358 -2.641877 -0.366093 -0.610 -0.390 0.319 0.110
C -2.301694 -2.160186 -0.891513 0.829 0.664 -0.008 -0.539
O -1.409858 -1.464026 -0.134603 -0.877 -0.371 -0.791 -0.340
C -2.013542 -2.234331 -2.358401 0.053 0.049 0.116 -0.176
C -1.038187 -1.435532 -2.966086 -0.110 0.016 -0.121 -0.065
C -0.856685 -1.525210 -4.343624 -0.094 -0.011 -0.041 -0.083
C -1.590624 -2.414465 -5.108344 0.014 0.027 0.104 -0.006
C -2.561434 -3.235032 -4.494257 0.041 0.046 0.157 -0.186
C -2.772515 -3.120654 -3.104188 -0.035 0.025 -0.081 0.057
N -3.298073 -4.132648 -5.241747 -0.202 -0.211 -0.149 -0.426
O -4.193444 -4.839108 -4.656388 0.240 0.150 -0.234 -0.130
O -3.064914 -4.224400 -6.501397 -0.100 0.007 0.327 -0.142
H -0.457331 -0.723547 -2.396801 0.075 0.053 0.088 0.078
H -0.130098 -0.881646 -4.827299 -0.137 -0.148 0.114 0.074
H -1.438647 -2.511644 -6.173473 -0.032 0.020 0.012 0.095
H -3.530392 -3.723190 -2.627367 0.021 -0.024 -0.046 0.114
C 2.591892 -4.960555 -0.285541 0.006 0.066 0.010 -0.119
C 1.270850 -4.821756 -0.683346 0.081 0.027 0.014 -0.094
C 0.589219 -3.624637 -0.474084 0.085 -0.048 0.025 -0.107
C 1.191242 -2.516535 0.130432 0.113 -0.116 0.386 -0.285
C 2.524890 -2.699221 0.537990 -0.032 -0.132 -0.037 -0.176
C 3.218290 -3.885255 0.339192 -0.086 0.000 -0.035 -0.108
H 3.129203 -5.885674 -0.464080 -0.021 0.020 0.023 0.087
H 0.757812 -5.646296 -1.164921 -0.001 0.013 -0.024 0.099
H -0.433230 -3.580448 -0.812156 -0.030 -0.017 -0.015 0.077
H 3.040963 -1.887089 1.035692 0.017 0.021 -0.067 0.052
H 4.251915 -3.964248 0.661084 -0.022 -0.010 -0.001 0.092
C 1.690514 0.234333 -0.404120 -1.302 0.152 0.073 -0.383
Ge 2.524865 0.954267 -1.993935 0.560 -0.514 -0.185 0.954
C 4.470659 0.737373 -1.731739 0.159 -0.081 0.225 -0.252
C 5.391755 1.290755 -2.625332 -0.052 -0.069 0.027 -0.112
C 6.748872 1.015934 -2.519491 -0.015 -0.033 0.050 -0.103
C 7.214967 0.174588 -1.514668 -0.100 0.032 0.039 -0.114
C 6.316275 -0.383424 -0.614747 -0.080 0.057 -0.062 -0.092
C 4.956655 -0.101421 -0.725329 0.120 0.107 -0.174 -0.092
C 2.269074 -0.259479 -3.505450 -0.021 -0.180 -0.089 -0.272
C 2.103281 0.163761 -4.823449 0.174 -0.162 0.041 -0.123
C 2.111572 -0.757144 -5.868316 0.182 -0.075 0.053 -0.113
C 2.315511 -2.107062 -5.609489 0.001 0.126 0.030 -0.099
C 2.498391 -2.539857 -4.300438 -0.047 0.064 -0.076 -0.074
C 2.462368 -1.624278 -3.259371 -0.066 0.060 0.031 -0.094
C 2.296142 2.777936 -2.617241 -0.437 0.202 0.118 -0.281
C 3.188322 3.772700 -2.227722 -0.037 0.107 -0.074 -0.107
C 3.013990 5.086531 -2.652000 0.002 -0.130 0.048 -0.087
C 1.939160 5.416328 -3.463903 -0.061 -0.109 -0.041 -0.099
C 1.031429 4.433140 -3.845895 0.073 0.135 0.002 -0.096
C 1.206991 3.126488 -3.422085 0.096 -0.066 0.199 -0.116
H 2.164631 0.630388 0.520477 -0.318 -0.139 0.155 0.001
H 5.040363 1.939047 -3.423743 0.033 -0.038 0.038 0.100
H 7.446031 1.454067 -3.224450 -0.004 -0.001 -0.005 0.092
H 8.273398 -0.042023 -1.433887 0.008 -0.005 -0.002 0.089
H 6.668490 -1.042865 0.171250 -0.010 0.023 -0.031 0.095
H 4.261108 -0.557694 -0.031991 0.011 0.028 0.014 0.067
H 1.978198 1.216184 -5.044521 -0.024 0.018 -0.023 0.085
H 1.959428 -0.419264 -6.885700 -0.004 0.013 -0.037 0.097
H 2.318531 -2.821721 -6.424096 -0.014 0.013 0.019 0.098
H 2.656467 -3.591510 -4.091983 -0.051 0.024 0.021 0.102
H 2.583930 -1.976385 -2.235820 -0.010 0.022 -0.107 0.091
H 4.015867 3.529535 -1.569045 -0.046 0.027 -0.040 0.103
H 3.708202 5.853803 -2.330077 -0.009 -0.011 0.006 0.096
H 1.796193 6.440223 -3.785791 -0.002 0.033 -0.016 0.090
H 0.175661 4.688720 -4.460054 0.024 -0.003 0.012 0.091
H 0.465859 2.377839 -3.685714 0.011 0.013 -0.028 0.104

---

3.
7
Properties=species:S:1:pos:R:3:forces:R:3:lowdin_charge:R:1 method="wB97M-V/def2-TZVPD" de_lowest_ev=2.536 orbital_gap_ha="0.293 / 0.293" e_tot_ev=-25190.875
C 1.969913 -0.005907 0.619252 -4.272 -0.050 -3.688 -0.322
C -0.767650 -1.382200 -0.166055 1.492 2.350 -1.467 -0.639
N 2.822248 0.057514 1.363475 2.072 0.131 1.798 -0.059
N -1.073014 -2.367132 0.299879 -0.904 -2.093 1.050 0.118
P -0.069249 0.008277 -1.085593 0.855 0.398 2.751 0.684
S -1.384858 1.338214 -0.074472 0.278 -0.522 -0.293 0.395
H -1.497390 2.351234 -0.956487 0.480 -0.214 -0.152 -0.178

---

4.
48
Properties=species:S:1:pos:R:3:forces:R:3:lowdin_charge:R:1 method="wB97M-V/def2-TZVPD" de_lowest_ev=1.115 orbital_gap_ha=0.319 e_tot_ev=-31257.947
C 4.888960 3.411087 0.895385 -0.180 -0.030 -0.165 -0.102
C 3.757421 2.660955 0.204064 0.092 -0.154 0.284 -0.216
C 2.752367 2.052954 1.190448 0.065 0.111 0.014 -0.378
C 1.930454 3.112229 1.919764 0.203 -0.236 0.011 -0.044
N 1.858828 1.150640 0.488064 -0.029 0.346 -0.025 0.090
C 1.865262 -0.190735 0.674606 -0.378 0.251 -0.216 -0.447
O 2.619921 -0.743638 1.449860 0.245 -0.291 0.155 0.070
C 0.845403 -0.914548 -0.141736 -0.492 0.178 0.129 -0.066
C -0.419272 -0.435848 -0.219201 0.906 0.116 0.299 0.006
N -1.415589 -1.046197 -0.919988 -0.096 -0.180 -0.165 0.052
C -2.721678 -0.485064 -0.868651 -0.598 0.229 -0.178 -0.197
C -3.411629 -0.209383 -2.036851 0.191 -0.017 0.068 -0.015
C -4.680052 0.343141 -1.952028 0.064 0.007 0.101 -0.061
C -5.246834 0.622512 -0.727279 -0.013 -0.020 0.275 -0.004
C -4.552207 0.341302 0.451635 -0.030 0.074 -0.261 -0.268
O -5.195434 0.646287 1.609014 -0.118 0.041 -0.275 -0.080
C -4.567305 0.346118 2.832241 0.103 -0.046 0.193 -0.086
C -3.282633 -0.216914 0.375843 -0.005 -0.032 0.165 0.047
C -1.213697 -2.226961 -1.639249 -0.236 -0.092 -0.087 -0.352
O -2.125123 -2.744396 -2.254814 0.071 -0.068 -0.020 0.084
C 0.140872 -2.770984 -1.561828 0.502 -0.127 0.093 -0.064
C 0.407962 -3.959121 -2.248136 -0.071 0.019 -0.019 -0.006
C 1.659798 -4.526378 -2.198910 -0.097 -0.037 -0.039 -0.070
C 2.667893 -3.914068 -1.456972 -0.014 0.086 0.010 -0.062
C 2.425406 -2.742836 -0.776716 0.131 -0.023 0.022 -0.005
C 1.157871 -2.149228 -0.814018 -0.221 -0.261 -0.220 -0.097
H 4.516684 4.283976 1.424922 0.034 0.115 0.088 0.064
H 5.617439 3.746514 0.161153 0.102 0.067 0.006 0.071
H 5.393243 2.762294 1.607370 0.097 -0.039 0.101 0.078
H 3.231220 3.334765 -0.477494 -0.055 -0.031 -0.091 0.111
H 4.181049 1.847569 -0.389484 -0.067 0.009 -0.045 0.113
H 3.286216 1.430545 1.916158 -0.053 0.104 -0.116 0.143
H 2.572172 3.733808 2.536049 0.030 0.151 0.072 0.071
H 1.196335 2.634771 2.564529 -0.063 -0.004 0.065 0.079
H 1.409254 3.748333 1.206093 -0.076 0.108 -0.071 0.080
H 1.269395 1.552366 -0.223388 0.033 -0.174 -0.044 0.143
H -0.714529 0.472082 0.289422 0.003 -0.008 -0.008 0.139
H -2.968346 -0.433398 -2.992616 0.037 -0.046 -0.063 0.118
H -5.228241 0.558881 -2.856009 -0.057 0.026 -0.079 0.108
H -6.232640 1.051692 -0.648692 -0.125 0.055 0.007 0.118
H -5.269630 0.651382 3.606043 0.088 -0.038 -0.019 0.094
H -3.633211 0.904619 2.953633 -0.025 -0.031 -0.016 0.095
H -4.366578 -0.725424 2.929192 0.006 0.037 -0.011 0.098
H -2.724867 -0.468755 1.264734 0.017 -0.031 0.095 0.114
H -0.396516 -4.409665 -2.809717 -0.044 -0.035 -0.040 0.118
H 1.862038 -5.444363 -2.729947 -0.004 -0.073 -0.044 0.103
H 3.649302 -4.363262 -1.415280 0.084 -0.018 0.016 0.106
H 3.203246 -2.279658 -0.191214 0.043 0.013 0.046 0.107